No. 1
{"formula": "C43H98BrF3N2O19P", "method": "the ωB97M-V functional and the def2-TZVPD basis", "homo_ev": -10.1, "charge": 1, "orbital_gap_ev": 5.322, "elements": ["O", "P", "Br", "N", "C", "C", "C", "C", "C", "F", "F", "F", "C", "C", "N", "H", "H", "H", "H", "H", "H", "H", "H", "C", "O", "C", "C", "O", "C", "H", "H", "H", "H", "H", "H", "H", "H", "H", "H", "C", "O", "C", "C", "O", "C", "H", "H", "H", "H", "H", "H", "H", "H", "H", "H", "C", "O", "C", "C", "O", "C", "H", "H", "H", "H", "H", "H", "H", "H", "H", "H", "C", "O", "C", "C", "O", "C", "H", "H", "H", "H", "H", "H", "H", "H", "H", "H", "C", "O", "C", "C", "O", "C", "H", "H", "H", "H", "H", "H", "H", "H", "H", "H", "C", "O", "C", "C", "O", "C", "H", "H", "H", "H", "H", "H", "H", "H", "H", "H", "C", "O", "C", "C", "O", "C", "H", "H", "H", "H", "H", "H", "H", "H", "H", "H", "C", "O", "C", "C", "O", "C", "H", "H", "H", "H", "H", "H", "H", "H", "H", "H", "C", "O", "C", "C", "O", "C", "H", "H", "H", "H", "H", "H", "H", "H", "H", "H"], "coordinates": [[6.55910, -0.95692, -0.29396], [7.60097, -0.36909, -1.36466], [6.84893, -1.10695, -3.30592], [6.98997, 1.38722, -1.51690], [5.93328, 1.83537, -0.86020], [5.52896, 3.16222, -1.03251], [4.31265, 3.71896, -0.35695], [3.11892, 3.71315, -1.33711], [2.77143, 2.33056, -1.83273], [3.55413, 1.91520, -2.83934], [2.86477, 1.42361, -0.83816], [1.51311, 2.30205, -2.27824], [6.30270, 3.90313, -1.90518], [7.41204, 3.33734, -2.52302], [7.75515, 2.08240, -2.32705], [5.63572, -0.90863, -0.59002], [5.38277, 1.19225, -0.19578], [4.49373, 4.74291, -0.05531], [4.03838, 3.09076, 0.48151], [3.31842, 4.36002, -2.18431], [2.24787, 4.08881, -0.81157], [6.05754, 4.93787, -2.10083], [8.02337, 3.90242, -3.20346], [0.04750, -2.84258, 0.97405], [-0.76269, -2.71338, -0.18019], [-2.01744, -2.09836, 0.09134], [-2.02505, -0.63949, -0.29926], [-1.11543, 0.12881, 0.48018], [0.10536, 0.38372, -0.18212], [1.06173, -3.07698, 0.65052], [0.06510, -1.92193, 1.56219], [-0.31741, -3.66497, 1.59856], [-2.27732, -2.21474, 1.14753], [-2.77530, -2.61832, -0.50171], [-3.02487, -0.23364, -0.12384], [-1.79929, -0.53253, -1.36461], [-0.01888, 1.16306, -0.93533], [0.49494, -0.52124, -0.65784], [0.82151, 0.72319, 0.56588], [-6.83996, -5.10672, -2.13833], [-7.07367, -4.25700, -3.25013], [-6.94959, -2.87934, -2.95030], [-5.59814, -2.34655, -3.37242], [-4.55016, -2.94795, -2.62526], [-3.90973, -4.00802, -3.31458], [-6.69592, -6.11842, -2.51226], [-5.94959, -4.80704, -1.58052], [-7.70602, -5.10299, -1.46736], [-7.11071, -2.69736, -1.88301], [-7.73068, -2.34914, -3.50402], [-5.56004, -1.26950, -3.18024], [-5.44624, -2.50384, -4.44434], [-3.22821, -3.60963, -4.07496], [-4.63087, -4.67550, -3.79010], [-3.33170, -4.57673, -2.58737], [-7.41346, -9.55630, -2.23005], [-6.60894, -8.65586, -1.48792], [-6.61004, -8.91868, -0.09248], [-5.37312, -9.66756, 0.34879], [-5.31377, -10.96970, -0.21502], [-4.45935, -11.06135, -1.33873], [-7.14876, -9.44620, -3.28060], [-7.24480, -10.59177, -1.92750], [-8.47438, -9.31194, -2.10891], [-7.51075, -9.47093, 0.19265], [-6.63182, -7.95108, 0.41971], [-5.40277, -9.78186, 1.43543], [-4.47262, -9.09867, 0.09537], [-3.40957, -11.07148, -1.02368], [-4.61687, -10.23493, -2.03639], [-4.68125, -11.99827, -1.84707], [0.61774, -5.89230, -1.38291], [-0.44047, -6.83125, -1.32848], [-1.21721, -6.85849, -2.51462], [-0.84871, -8.02047, -3.40972], [0.47547, -7.90901, -3.90654], [1.41157, -8.70270, -3.19990], [1.30600, -6.11570, -0.56777], [1.16194, -5.94775, -2.32910], [0.22357, -4.87908, -1.24499], [-1.12015, -5.91296, -3.05785], [-2.26451, -6.96824, -2.21412], [-1.51939, -8.02408, -4.27442], [-0.98030, -8.96667, -2.87599], [1.31612, -9.75564, -3.48551], [1.28568, -8.61103, -2.11871], [2.40775, -8.35592, -3.47016], [4.28287, 7.92126, -3.35470], [4.07186, 7.41339, -2.04413], [4.15646, 8.41985, -1.03768], [2.79189, 8.89744, -0.59412], [2.10278, 9.55807, -1.63922], [1.12997, 8.75358, -2.28287], [3.94305, 7.16575, -4.06240], [3.72147, 8.84078, -3.52339], [5.34788, 8.11174, -3.52597], [4.75716, 9.26172, -1.39157], [4.67084, 7.97803, -0.17769], [2.91963, 9.62276, 0.21279], [2.19575, 8.06559, -0.20536], [0.23649, 8.65927, -1.65722], [1.51540, 7.75675, -2.51254], [0.85677, 9.24830, -3.21279], [-6.76710, -8.02779, 3.74815], [-5.39504, -8.36442, 3.63560], [-4.53335, -7.43744, 4.27598], [-4.07693, -7.92906, 5.63174], [-5.15321, -8.03656, 6.54677], [-5.63773, -9.35961, 6.70008], [-7.34621, -8.90592, 3.46525], [-7.03119, -7.74215, 4.76818], [-7.01847, -7.20722, 3.06630], [-5.02101, -6.46241, 4.37136], [-3.65532, -7.31351, 3.63387], [-3.36940, -7.20454, 6.04716], [-3.55915, -8.88809, 5.53232], [-4.95604, -9.94817, 7.32310], [-5.76523, -9.85851, 5.73691], [-6.60400, -9.30024, 7.19751], [-0.44628, 10.80579, 1.41970], [0.52450, 10.01224, 2.08978], [1.65094, 10.74928, 2.53380], [1.56821, 11.08590, 4.00667], [0.49066, 11.96342, 4.27226], [-0.66385, 11.30670, 4.76195], [-1.36459, 10.22460, 1.35812], [-0.65328, 11.73057, 1.96044], [-0.10687, 11.04565, 0.40547], [1.77018, 11.66346, 1.94384], [2.53302, 10.12106, 2.36608], [2.48807, 11.59647, 4.30863], [1.47900, 10.17027, 4.60018], [-0.53988, 11.04301, 5.81823], [-0.88645, 10.40508, 4.18705], [-1.49972, 11.99777, 4.66708], [-6.64498, 9.09192, 2.07928], [-6.35008, 9.31620, 3.44594], [-5.00438, 9.03959, 3.79016], [-4.16917, 10.29795, 3.87378], [-4.03923, 10.93396, 2.61177], [-4.91678, 12.03429, 2.43923], [-7.60090, 9.56727, 1.86699], [-5.88240, 9.52010, 1.42471], [-6.73459, 8.01886, 1.87727], [-4.56003, 8.33832, 3.07656], [-5.01313, 8.55929, 4.77357], [-3.15990, 10.02810, 4.19828], [-4.59040, 10.98831, 4.61096], [-4.55458, 12.90521, 2.99585], [-5.93144, 11.79628, 2.76450], [-4.93422, 12.27842, 1.37853], [14.21323, -2.69070, -0.91702], [13.19908, -3.58645, -0.49387], [12.27876, -3.01654, 0.41692], [10.99133, -2.60962, -0.26539], [11.19035, -1.56297, -1.20584], [11.26956, -2.02402, -2.54396], [14.69803, -3.13100, -1.78620], [13.80403, -1.71625, -1.19339], [14.96083, -2.55850, -0.12834], [12.72308, -2.15868, 0.93100], [12.04934, -3.77745, 1.16899], [10.29502, -2.23552, 0.49347], [10.53046, -3.47622, -0.74994], [10.27169, -2.27383, -2.92604], [11.91454, -2.89982, -2.63241], [11.68443, -1.21818, -3.14723]], "lowdin_charge": [-0.3384, 0.6300, 0.3586, -0.2582, -0.0055, -0.1518, -0.0880, -0.0353, -0.6265, 0.1475, 0.1235, 0.1509, 0.0686, -0.0376, 0.0842, 0.0593, 0.1327, 0.1307, 0.1264, 0.1333, 0.1432, 0.1357, 0.1332, -0.1163, -0.2056, -0.1885, -0.1917, -0.1815, -0.1300, 0.0831, 0.0837, 0.0933, 0.1297, 0.1171, 0.1296, 0.1284, 0.0737, 0.0880, 0.0820, -0.1037, -0.1874, -0.2078, -0.2017, -0.2074, -0.1064, 0.0806, 0.0828, 0.0920, 0.1265, 0.1264, 0.1238, 0.1272, 0.0919, 0.0882, 0.0739, -0.1056, -0.2070, -0.2007, -0.1961, -0.1851, -0.1134, 0.0893, 0.0850, 0.0897, 0.1289, 0.1196, 0.1140, 0.1272, 0.0867, 0.0802, 0.0894, -0.1064, -0.1845, -0.2105, -0.2016, -0.1897, -0.1113, 0.0900, 0.0858, 0.0728, 0.1214, 0.1222, 0.1272, 0.1255, 0.0895, 0.0835, 0.0872, -0.1041, -0.2264, -0.1954, -0.2023, -0.1841, -0.1009, 0.0875, 0.0890, 0.0887, 0.1305, 0.1214, 0.1100, 0.1307, 0.0903, 0.0787, 0.0933, -0.1089, -0.2077, -0.2032, -0.2080, -0.1898, -0.1075, 0.0908, 0.0852, 0.0858, 0.1268, 0.1254, 0.1251, 0.1270, 0.0892, 0.0834, 0.0898, -0.0936, -0.1999, -0.2192, -0.2051, -0.1809, -0.1125, 0.0862, 0.0880, 0.0864, 0.1317, 0.1094, 0.1272, 0.1271, 0.0935, 0.0733, 0.0905, -0.1097, -0.1867, -0.2049, -0.2060, -0.2030, -0.1032, 0.0903, 0.0823, 0.0884, 0.1262, 0.1270, 0.1052, 0.1312, 0.0890, 0.0854, 0.0896, -0.1044, -0.1864, -0.2075, -0.2144, -0.2211, -0.1116, 0.0913, 0.0827, 0.0911, 0.1281, 0.1283, 0.1179, 0.1273, 0.0719, 0.0883, 0.0915]}

No. 2
{"formula": "C4H11NO3", "method": "the ωB97M-V functional and the def2-TZVPD basis", "relative_energy_kcal_mol": 61.4, "smiles": "C[C@@H](O)CNC=O.O", "homo_ev": -9.5, "orbital_gap_ev": 10.164, "elements": ["C", "C", "O", "C", "N", "C", "O", "H", "H", "H", "H", "H", "H", "H", "H", "H", "O", "H", "H"], "coordinates": [[-0.64088, 2.16251, 0.26052], [-1.26932, 0.91670, 0.79641], [-2.37320, 0.37029, 0.01106], [-0.41225, -0.37342, 0.86528], [0.69613, -0.27377, -0.09321], [1.90454, -0.63198, 0.32827], [2.22770, -1.21597, 1.35948], [0.38110, 2.34847, 0.63770], [-1.07595, 3.16564, 0.30181], [-0.75906, 2.22101, -0.92194], [-1.70725, 1.06254, 1.81087], [-3.08548, 0.95432, -0.26705], [-0.00355, -0.74638, 1.81988], [-1.16604, -1.13635, 0.69065], [0.58267, 0.42317, -0.80045], [2.76658, -0.41737, -0.33079], [0.31271, -1.04725, -2.68798], [0.78504, -1.61560, -3.29739], [-0.38668, -1.24435, -2.07524]], "lowdin_charge": [-0.0729, -0.3810, -0.0820, -0.1163, 0.0234, -0.3743, -0.0096, 0.0940, 0.0689, 0.1296, 0.1437, 0.0895, 0.1249, 0.1152, 0.0978, 0.1338, -0.0570, 0.0457, 0.0267]}

No. 3
{"formula": "C25H38BrGaN4O", "method": "the ωB97M-V functional and the def2-TZVPD basis", "relative_energy_kcal_mol": 0.0, "homo_ev": -13.3, "charge": 2, "orbital_gap_ev": 7.230, "elements": ["Ga", "C", "C", "N", "C", "C", "C", "C", "C", "C", "C", "N", "C", "C", "N", "N", "H", "H", "H", "H", "H", "H", "H", "H", "H", "H", "H", "H", "H", "H", "H", "H", "H", "H", "C", "C", "C", "C", "C", "C", "C", "Br", "C", "O", "C", "C", "C", "C", "C", "C", "H", "H", "H", "H", "H", "H", "H", "H", "H", "H", "H", "H", "H", "H", "H", "H", "H", "H", "H", "H"], "coordinates": [[-1.81104, 0.32997, -0.42735], [-2.75880, 2.19725, -2.45266], [-1.92383, 3.03564, -1.49832], [-2.00707, 2.45583, -0.13501], [-3.23188, 2.81192, 0.60781], [-4.09868, 1.59502, 0.85270], [-5.29165, 1.62536, 1.54808], [-6.01698, 0.44893, 1.67003], [-5.55047, -0.72846, 1.09390], [-4.34824, -0.69240, 0.42233], [-3.72189, -1.91178, -0.23346], [-2.49684, -1.57811, -1.00996], [-2.68402, -1.58006, -2.48540], [-3.20583, -0.22390, -2.91750], [-2.27240, 0.79464, -2.38919], [-3.65603, 0.45260, 0.32304], [-2.69656, 2.58500, -3.46993], [-3.81431, 2.18864, -2.17019], [-2.25147, 4.07642, -1.50433], [-0.87517, 3.01689, -1.79709], [-1.17906, 2.71136, 0.39236], [-3.81013, 3.54454, 0.03968], [-2.97573, 3.28740, 1.55541], [-5.64806, 2.54891, 1.98267], [-6.95340, 0.44676, 2.21193], [-6.11097, -1.64959, 1.17173], [-4.45262, -2.38521, -0.89255], [-3.46599, -2.64846, 0.52862], [-1.76588, -2.23790, -0.76071], [-3.35518, -2.38351, -2.79071], [-1.70990, -1.77899, -2.93597], [-4.19286, -0.02085, -2.49687], [-3.29386, -0.15961, -4.00271], [-1.40114, 0.73667, -2.91786], [5.46752, -1.61885, 2.14463], [4.05889, -1.94156, 2.64077], [3.85128, -3.45996, 2.57930], [3.93215, -1.46929, 4.09447], [2.98617, -1.26162, 1.78987], [1.64437, -1.38566, 2.14973], [0.69951, -0.78834, 1.35261], [-1.14113, -1.02113, 1.88357], [0.97461, -0.04149, 0.19271], [-0.02760, 0.51807, -0.54390], [2.31696, 0.09242, -0.17486], [3.26659, -0.53587, 0.64435], [2.87504, 0.83849, -1.40315], [1.84069, 1.55494, -2.27542], [3.86717, 1.91061, -0.92704], [3.60079, -0.17765, -2.29690], [6.19464, -2.10825, 2.79217], [5.67540, -0.54743, 2.16702], [5.64057, -1.98304, 1.13042], [4.60066, -3.96371, 3.19095], [3.94324, -3.83298, 1.55780], [2.86997, -3.75214, 2.95788], [4.72141, -1.91791, 4.69873], [2.98175, -1.76075, 4.54397], [4.02540, -0.38475, 4.17170], [1.35067, -1.94352, 3.02684], [4.30087, -0.44197, 0.35151], [1.33097, 2.34331, -1.71987], [1.09542, 0.87417, -2.68747], [2.36660, 2.02553, -3.10703], [3.38768, 2.61346, -0.24304], [4.24453, 2.47140, -1.78303], [4.72635, 1.48249, -0.41439], [2.91670, -0.95119, -2.65178], [4.41983, -0.67350, -1.77778], [4.02224, 0.32679, -3.16789]], "lowdin_charge": [0.2583, -0.1224, -0.1302, -0.0505, -0.0717, -0.1950, 0.0352, 0.0232, 0.0343, -0.2215, -0.0973, -0.0734, -0.1245, -0.1341, -0.0530, 0.0852, 0.1476, 0.1323, 0.1419, 0.1231, 0.1494, 0.1455, 0.1534, 0.1399, 0.1361, 0.1401, 0.1446, 0.1358, 0.1323, 0.1400, 0.1449, 0.1325, 0.1486, 0.1493, -0.0543, -0.5560, -0.0366, -0.0390, -0.1454, -0.0699, -0.4874, 0.9928, -0.2953, -0.1328, -0.0701, 0.0384, -0.5252, -0.0619, -0.0319, -0.0314, 0.0949, 0.0938, 0.0896, 0.0944, 0.0934, 0.0805, 0.0939, 0.0785, 0.0953, 0.1106, 0.0976, 0.0726, 0.0703, 0.0949, 0.0954, 0.0947, 0.0839, 0.0926, 0.0843, 0.0952]}